A molecular structure, C4H9FeO4 at a distorted geometry, computed with ωB97M-V/def2-TZVPD.

The total charge is 0. Its expectation value of S² is 8.772. The spin multiplicity is 6. The value obtained for the LUMO energy (spin up / spin down) is -0.0134 / -0.0794 Ha. The relative energy (zero: lowest compared OMol25 entry of this formula, charge and spin) comes out at 0.0 kJ/mol. The calculation puts the gap between HOMO and LUMO (spin up / spin down) at 8.397 / 6.561 eV.

Geometry as XYZ:
```
18
Properties=species:S:1:pos:R:3:forces:R:3:mulliken_spin:R:1
C -2.35157 -1.47672 -1.00270 0.428 0.489 0.591 0.0011
O -1.06514 -0.99790 -1.30741 1.844 1.103 0.380 0.0043
H -2.73630 -1.95995 -1.91027 0.084 0.145 0.301 -0.0001
H -2.29915 -2.20798 -0.18243 -0.221 0.036 -0.064 -0.0002
H -3.00880 -0.64301 -0.71206 -0.153 -0.273 -0.043 0.0002
O 3.40381 0.87351 0.47941 -0.797 1.017 -0.424 0.1945
O 0.08451 2.27041 -0.35868 3.442 2.077 0.383 0.1816
C -0.90487 1.40580 -0.24697 -0.929 -4.682 0.118 0.0047
C -0.25622 -0.17236 -0.28979 -5.469 0.648 -2.353 0.0273
O 1.41630 0.25790 1.42649 1.227 1.558 -0.005 0.4261
C 2.77382 -0.09702 1.25516 0.160 -1.242 0.768 -0.0422
Fe 1.78322 1.82267 0.35225 -1.095 -1.181 0.326 4.1531
H -1.61149 1.40088 -1.09343 0.080 0.375 0.279 0.0003
H -1.42377 1.39415 0.73068 -0.034 0.576 -0.356 0.0058
H 0.67698 -0.03158 -0.85031 0.048 -0.857 0.914 0.0012
H -0.57052 -0.56305 0.69408 1.640 -0.364 -0.526 0.0004
H 3.25803 -0.18151 2.25476 -0.192 0.100 -0.422 0.0260
H 2.83115 -1.09426 0.76120 -0.063 0.474 0.131 0.0161
```
Forces are in eV/Å.